(1)
One molecule with the formula C8H16N2O5 in a non-equilibrium geometry, computed with ωB97M-V with the def2-TZVPD basis set.

LUMO energy, eV: 0.4
Structure (SMILES): C[C@@H](O)[C@H](N)C(=O)N[C@H](C(=O)O)[C@@H](C)O
E, a.u.: -800.09468
HOMO energy, eV: -9.26

Element x y z (Å)
1 C 3.843 -0.167 -0.119
2 C 2.990 -0.983 -1.043
3 O 3.000 -2.321 -0.606
4 C 1.456 -0.537 -1.205
5 N 1.086 0.449 -2.176
6 C 0.920 -0.353 0.169
7 O 1.265 -1.100 1.098
8 N -0.006 0.592 0.337
9 C -1.449 0.266 -0.269
10 C -2.125 1.702 -0.301
11 O -3.318 1.728 -0.507
12 O -1.361 2.717 0.172
13 C -2.375 -0.423 0.853
14 C -2.059 -1.936 1.243
15 O -2.165 0.508 1.940
16 H 4.802 -0.695 0.087
17 H 4.049 0.744 -0.654
18 H 3.392 0.036 0.886
19 H 3.402 -0.929 -2.024
20 H 2.432 -2.210 0.178
21 H 0.948 -1.400 -1.636
22 H 0.659 1.270 -1.664
23 H 1.911 0.683 -2.798
24 H -0.237 0.651 1.358
25 H -1.235 -0.187 -1.182
26 H -1.880 3.559 0.277
27 H -3.367 -0.405 0.411
28 H -2.903 -2.192 1.928
29 H -1.249 -1.894 1.959
30 H -2.089 -2.549 0.367
31 H -2.758 0.559 2.643

=====

(2)
A 5-piece molecular cluster, C55H58N2O2 overall in a non-equilibrium geometry, computed with ωB97M-V with the def2-TZVPD basis set.

LUMO energy, eV: -0.6
Structure (SMILES): [H]/N=C(\C)Cc1c(CC)cc(-c2ccccc2)c2c1C(=O)c1ccc(CNC)c([C@H](C)CC)c1C2=O.c1ccccc1.c1ccccc1.c1ccccc1.c1ccccc1
E, a.u.: -2390.59980
HOMO energy, eV: -8.85

Element x y z (Å)
1 H -2.805 1.614 -4.249
2 N -1.972 1.695 -3.665
3 C -1.213 2.588 -4.146
4 C -1.494 3.383 -5.384
5 C 0.072 2.917 -3.419
6 C 0.758 1.718 -2.815
7 C 0.468 1.337 -1.496
8 C -0.559 2.055 -0.672
9 C 0.045 3.030 0.368
10 C 1.158 0.272 -0.929
11 C 2.099 -0.473 -1.625
12 C 2.765 -1.598 -0.911
13 C 3.805 -1.384 -0.016
14 C 4.386 -2.452 0.665
15 C 3.937 -3.750 0.473
16 C 2.883 -3.970 -0.414
17 C 2.311 -2.908 -1.096
18 C 2.375 -0.116 -2.943
19 C 1.714 0.982 -3.533
20 C 2.079 1.310 -4.930
21 O 1.331 1.860 -5.702
22 C 3.456 0.962 -5.368
23 C 4.054 1.710 -6.376
24 C 5.334 1.357 -6.770
25 C 6.042 0.304 -6.183
26 C 7.418 0.011 -6.776
27 N 7.417 -0.144 -8.240
28 C 6.554 -1.212 -8.723
29 C 5.471 -0.423 -5.120
30 C 6.222 -1.481 -4.337
31 C 7.617 -1.007 -3.847
32 C 6.274 -2.834 -5.044
33 C 6.635 -3.931 -4.022
34 C 4.142 -0.095 -4.766
35 C 3.362 -0.867 -3.770
36 O 3.464 -2.063 -3.659
37 H -1.297 4.440 -5.224
38 H -2.525 3.256 -5.700
39 H -0.843 3.013 -6.170
40 H -0.174 3.638 -2.643
41 H 0.739 3.430 -4.100
42 H -1.118 1.292 -0.131
43 H -1.298 2.548 -1.286
44 H -0.037 4.055 0.021
45 H 1.076 2.766 0.576
46 H -0.534 2.972 1.284
47 H 0.928 -0.001 0.092
48 H 4.181 -0.386 0.157
49 H 5.188 -2.250 1.359
50 H 4.372 -4.592 0.987
51 H 2.505 -4.969 -0.568
52 H 1.501 -3.087 -1.786
53 H 3.523 2.529 -6.831
54 H 5.784 1.930 -7.568
55 H 8.082 0.846 -6.574
56 H 7.834 -0.903 -6.379
57 H 7.186 0.735 -8.678
58 H 5.499 -0.934 -8.793
59 H 6.601 -2.033 -8.014
60 H 6.903 -1.606 -9.672
61 H 5.654 -1.670 -3.441
62 H 7.714 -1.141 -2.777
63 H 8.391 -1.594 -4.339
64 H 7.810 0.024 -4.122
65 H 7.023 -2.851 -5.831
66 H 5.288 -3.073 -5.433
67 H 6.062 -3.765 -3.113
68 H 6.464 -4.926 -4.414
69 H 7.681 -3.799 -3.754
70 C -3.708 2.042 4.295
71 C -3.164 2.784 3.256
72 C -3.114 4.168 3.341
73 C -3.611 4.812 4.467
74 C -4.159 4.070 5.504
75 C -4.207 2.685 5.419
76 H -3.742 0.962 4.229
77 H -2.779 2.282 2.376
78 H -2.688 4.746 2.531
79 H -3.571 5.891 4.535
80 H -4.552 4.570 6.380
81 H -4.635 2.109 6.229
82 C 4.907 -7.537 -3.142
83 C 5.073 -8.728 -3.835
84 C 4.096 -9.154 -4.725
85 C 2.953 -8.392 -4.919
86 C 2.785 -7.204 -4.221
87 C 3.761 -6.775 -3.333
88 H 5.670 -7.200 -2.452
89 H 5.964 -9.323 -3.683
90 H 4.227 -10.082 -5.268
91 H 2.193 -8.723 -5.614
92 H 1.892 -6.610 -4.370
93 H 3.632 -5.846 -2.791
94 C -7.823 3.185 7.063
95 C -7.565 4.531 7.281
96 C -7.534 5.034 8.575
97 C -7.765 4.189 9.652
98 C -8.029 2.844 9.435
99 C -8.057 2.341 8.141
100 H -7.841 2.794 6.054
101 H -7.386 5.189 6.440
102 H -7.328 6.083 8.744
103 H -7.739 4.579 10.662
104 H -8.212 2.187 10.275
105 H -8.263 1.292 7.972
106 C -12.722 0.867 13.290
107 C -11.754 0.149 12.601
108 C -10.985 0.775 11.630
109 C -11.184 2.119 11.347
110 C -12.156 2.836 12.032
111 C -12.924 2.211 13.004
112 H -13.319 0.380 14.050
113 H -11.600 -0.900 12.821
114 H -10.230 0.215 11.094
115 H -10.584 2.608 10.590
116 H -12.314 3.883 11.808
117 H -13.680 2.770 13.539

=====

(3)
One molecule with the formula C5H4O in a non-equilibrium geometry, computed with ωB97M-V with the def2-TZVPD basis set.

LUMO energy, eV: -1.0
Structure (SMILES): O=C1C=CC=C1
E, a.u.: -268.09904
HOMO energy, eV: -9.34

Element x y z (Å)
1 O 2.481 -0.039 -0.061
2 C 1.245 -0.089 0.062
3 C 0.273 -1.217 -0.024
4 C -0.991 -0.720 0.010
5 C -0.896 0.753 -0.061
6 C 0.370 1.156 0.013
7 H 0.512 -2.218 -0.017
8 H -1.932 -1.268 0.078
9 H -1.768 1.459 -0.188
10 H 0.707 2.182 0.189

=====

(4)
A 2-piece molecular cluster, C4H9NO3 overall in a non-equilibrium geometry, computed with ωB97M-V with the def2-TZVPD basis set.

LUMO energy, eV: 0.2
E, a.u.: -438.12615
HOMO energy, eV: -8.98

Element x y z (Å)
1 C -0.550 -0.621 -0.856
2 C -0.273 -1.977 -0.209
3 C 1.705 2.149 0.030
4 C 1.807 1.037 0.890
5 N -2.521 -0.049 0.406
6 O 0.169 0.385 -0.250
7 O -1.964 -0.311 -0.881
8 O 2.093 0.368 1.773
9 H -0.329 -0.671 -1.932
10 H -1.866 0.579 0.872
11 H -2.511 -0.928 0.925
12 H 0.774 -2.243 -0.355
13 H -0.462 -1.936 0.865
14 H -0.900 -2.748 -0.657
15 H 2.543 2.180 -0.666
16 H 1.577 3.079 0.582
17 H 0.708 1.708 -0.537

=====

(5)
A 10-piece molecular cluster, C27H72ClO27S9 overall in a non-equilibrium geometry, computed with ωB97M-V with the def2-TZVPD basis set.

LUMO energy, eV: 1.9
Charge: -1
E, a.u.: -7147.27746
HOMO energy, eV: -6.71

Element x y z (Å)
1 Cl 14.700 15.376 13.055
2 O 12.245 23.793 11.396
3 S 12.052 22.414 11.563
4 O 12.283 21.903 12.904
5 O 10.567 22.014 11.129
6 C 9.543 22.327 12.077
7 C 8.063 21.951 11.725
8 C 12.923 21.430 10.360
9 H 9.497 23.463 12.303
10 H 9.817 21.880 13.043
11 H 7.688 22.570 10.916
12 H 7.464 22.104 12.636
13 H 7.948 20.917 11.493
14 H 12.727 21.748 9.332
15 H 12.610 20.384 10.435
16 H 13.923 21.576 10.553
17 O 12.569 18.242 11.104
18 S 12.016 18.398 12.444
19 O 10.947 19.276 12.706
20 O 11.614 16.976 13.009
21 C 11.207 15.875 12.106
22 C 11.149 14.603 12.861
23 C 13.295 18.724 13.590
24 H 11.962 15.872 11.341
25 H 10.243 16.207 11.651
26 H 10.886 13.802 12.119
27 H 10.358 14.685 13.639
28 H 12.137 14.349 13.236
29 H 13.732 19.718 13.428
30 H 14.055 17.902 13.679
31 H 12.682 18.812 14.483
32 O 14.148 13.330 8.649
33 S 13.340 14.462 8.379
34 O 12.728 14.770 7.114
35 O 12.124 14.271 9.340
36 C 10.738 14.085 8.940
37 C 10.525 12.615 8.583
38 C 14.030 15.854 9.234
39 H 10.505 14.740 8.103
40 H 10.133 14.341 9.840
41 H 11.074 12.351 7.681
42 H 9.515 12.406 8.300
43 H 10.766 12.041 9.485
44 H 15.026 16.036 8.805
45 H 14.198 15.579 10.299
46 H 13.248 16.665 9.215
47 O 19.178 15.874 10.563
48 S 18.232 15.274 9.596
49 O 17.533 16.081 8.631
50 O 19.021 14.157 8.769
51 C 19.896 13.148 9.454
52 C 19.194 11.808 9.264
53 C 16.988 14.249 10.500
54 H 20.194 13.476 10.482
55 H 20.772 13.120 8.875
56 H 19.059 11.588 8.231
57 H 18.212 11.888 9.668
58 H 19.851 11.039 9.788
59 H 16.369 14.836 11.130
60 H 17.454 13.553 11.177
61 H 16.438 13.748 9.726
62 O 12.855 14.414 18.686
63 S 12.912 15.236 17.515
64 O 11.738 15.498 16.698
65 O 13.558 16.620 18.051
66 C 13.494 17.890 17.262
67 C 12.007 18.450 17.317
68 C 14.259 14.484 16.477
69 H 13.853 17.700 16.203
70 H 14.250 18.586 17.601
71 H 11.981 19.334 16.719
72 H 11.840 18.535 18.398
73 H 11.396 17.687 16.896
74 H 13.851 13.475 16.106
75 H 15.158 14.385 17.111
76 H 14.359 15.087 15.577
77 O 19.766 15.291 15.504
78 S 18.465 14.692 15.834
79 O 18.337 13.266 16.163
80 O 17.803 15.379 17.118
81 C 17.747 16.806 17.271
82 C 17.103 17.107 18.683
83 C 17.394 15.202 14.544
84 H 17.087 17.158 16.490
85 H 18.774 17.181 17.195
86 H 16.989 18.233 18.656
87 H 17.801 16.801 19.450
88 H 16.094 16.655 18.789
89 H 16.456 15.307 15.006
90 H 17.588 14.474 13.722
91 H 17.845 16.137 14.236
92 O 16.810 20.234 17.478
93 S 16.213 20.529 16.239
94 O 15.398 19.570 15.615
95 O 15.441 21.877 16.518
96 C 14.345 22.350 15.727
97 C 14.758 22.943 14.450
98 C 17.406 21.064 15.080
99 H 14.016 23.138 16.355
100 H 13.577 21.597 15.528
101 H 15.223 22.229 13.749
102 H 15.510 23.719 14.700
103 H 13.960 23.457 13.873
104 H 17.985 21.982 15.262
105 H 16.949 21.159 14.117
106 H 18.110 20.198 15.142
107 O 11.187 11.072 11.495
108 S 12.033 10.093 12.141
109 O 11.809 8.720 11.950
110 O 13.484 10.267 11.893
111 C 14.081 11.626 11.806
112 C 15.310 11.633 12.661
113 C 11.889 10.438 13.847
114 H 13.350 12.430 12.079
115 H 14.246 11.782 10.750
116 H 16.077 11.051 12.175
117 H 15.166 11.322 13.692
118 H 15.637 12.667 12.770
119 H 12.627 9.820 14.370
120 H 10.870 10.160 14.069
121 H 11.960 11.471 14.094
122 O 15.410 20.305 11.976
123 S 16.314 19.824 11.008
124 O 16.431 20.527 9.773
125 O 17.719 19.729 11.722
126 C 18.847 19.470 10.796
127 C 20.058 19.290 11.638
128 C 15.865 18.210 10.737
129 H 18.929 20.389 10.198
130 H 18.647 18.615 10.183
131 H 20.869 19.023 11.002
132 H 19.943 18.505 12.447
133 H 20.428 20.163 12.173
134 H 14.784 18.065 10.883
135 H 16.346 17.496 11.448
136 H 16.149 17.922 9.710

=====

(6)
An isolated ion of composition C3H7N2O2 and charge +1 in a non-equilibrium geometry, computed with ωB97M-V with the def2-TZVPD basis set.

LUMO energy, eV: -3.4
Structure (SMILES): CC(=O)O/[NH+]=C/N
Charge: +1
E, a.u.: -378.20245
HOMO energy, eV: -14.27

Element x y z (Å)
1 C -2.783 0.380 -0.208
2 C -1.586 -0.381 0.049
3 O -1.236 -1.482 0.164
4 O -0.338 0.739 0.221
5 N 0.895 0.348 0.550
6 C 1.727 -0.211 -0.280
7 N 3.003 -0.377 -0.023
8 H -2.854 1.232 0.466
9 H -3.642 -0.281 -0.099
10 H -2.752 0.770 -1.226
11 H 1.203 0.687 1.464
12 H 1.330 -0.557 -1.228
13 H 3.612 -0.839 -0.682
14 H 3.421 -0.029 0.831

=====

(7)
C35H50BBeF4N4O5 as an isolated structure in a non-equilibrium geometry, computed with ωB97M-V with the def2-TZVPD basis set.

LUMO energy, eV: -3.5
Charge: +1
E, a.u.: -2396.56487
HOMO energy, eV: -11.44

Element x y z (Å)
1 Be 1.052 -0.047 1.830
2 B -0.079 -0.546 0.125
3 F 0.734 -1.538 0.569
4 F 0.722 0.600 0.145
5 F -0.461 -0.735 -1.135
6 F -1.139 -0.400 1.002
7 N -4.741 -2.279 -1.625
8 C -3.654 -3.109 -1.533
9 C -2.332 -2.618 -1.648
10 C -2.198 -1.231 -1.890
11 C -3.284 -0.407 -1.941
12 C -4.526 -0.946 -1.774
13 H -3.790 -4.180 -1.511
14 H -1.494 -3.299 -1.618
15 H -1.233 -0.777 -2.062
16 H -3.195 0.650 -2.146
17 H -5.445 -0.382 -1.731
18 N 2.340 -0.508 1.006
19 C 2.413 -0.554 -0.364
20 C 3.673 -0.592 -1.067
21 C 4.857 -0.657 -0.306
22 C 4.719 -0.796 1.073
23 C 3.494 -0.672 1.684
24 H 1.514 -0.357 -0.928
25 H 3.651 -0.608 -2.146
26 H 5.803 -0.625 -0.826
27 H 5.635 -0.847 1.643
28 H 3.428 -0.593 2.759
29 N 2.368 1.055 -4.672
30 C 2.655 0.203 -3.623
31 C 1.674 -0.336 -2.798
32 C 0.352 0.071 -3.017
33 C 0.014 0.923 -4.089
34 C 1.050 1.379 -4.881
35 H 3.666 -0.168 -3.547
36 H 1.830 -1.119 -2.070
37 H -0.500 -0.267 -2.446
38 H -0.988 1.276 -4.284
39 H 0.875 2.102 -5.664
40 N 0.049 1.076 2.050
41 C -0.902 1.678 1.253
42 C -1.763 2.674 1.644
43 C -1.718 3.132 2.967
44 C -0.741 2.648 3.803
45 C 0.108 1.672 3.283
46 H -1.109 1.251 0.283
47 H -2.482 3.193 1.027
48 H -2.352 3.978 3.188
49 H -0.680 2.984 4.828
50 H 0.783 1.172 3.961
51 C -3.068 -1.859 0.925
52 C -3.381 -0.683 1.689
53 O -3.716 -0.748 2.871
54 C -3.303 0.649 0.968
55 H -1.987 -1.818 0.789
56 H -3.614 -1.782 -0.014
57 H -3.160 -2.782 1.498
58 H -3.545 1.482 1.628
59 H -3.935 0.712 0.082
60 H -2.292 0.951 0.696
61 C 0.359 -2.664 -1.776
62 C 1.869 -2.840 -1.509
63 O 2.675 -2.282 -2.294
64 C 2.339 -3.450 -0.283
65 H -0.165 -2.260 -0.910
66 H -0.085 -3.630 -2.018
67 H 0.186 -1.997 -2.620
68 H 1.589 -3.313 0.497
69 H 3.291 -3.051 0.065
70 H 2.348 -4.527 -0.454
71 C -1.577 1.536 -1.743
72 C -0.714 2.547 -1.051
73 O -1.187 3.316 -0.222
74 C 0.749 2.577 -1.456
75 H -1.076 0.602 -1.999
76 H -1.867 1.841 -2.749
77 H -2.461 1.259 -1.168
78 H 1.055 3.616 -1.576
79 H 0.998 1.922 -2.291
80 H 1.384 2.163 -0.672
81 C 1.648 3.531 0.748
82 C 2.316 2.156 0.840
83 O 1.752 1.188 1.405
84 C 3.711 2.012 0.302
85 H 1.814 3.961 -0.240
86 H 2.027 4.279 1.443
87 H 0.583 3.307 0.813
88 H 3.678 1.922 -0.783
89 H 4.140 1.075 0.658
90 H 4.404 2.785 0.635
91 C -1.105 -2.603 3.089
92 C -0.879 -1.113 3.354
93 O -0.049 -0.511 2.653
94 C -1.593 -0.413 4.495
95 H -2.083 -2.837 2.669
96 H -0.795 -3.227 3.926
97 H -0.460 -2.797 2.232
98 H -1.230 0.606 4.626
99 H -1.660 -1.009 5.405
100 H -2.581 -0.319 4.044

=====

(8)
A 2-piece molecular cluster, C11H13N5O5 overall in a non-equilibrium geometry, computed with ωB97M-V with the def2-TZVPD basis set.

LUMO energy, eV: -2.0
Structure (SMILES): O=[N+]([O-])c1cc([N+](=O)[O-])c2nonc2c1.CN1CCCC1
E, a.u.: -1076.58332
HOMO energy, eV: -8.92

Element x y z (Å)
1 O -3.819 0.535 0.126
2 N -2.783 -0.149 -0.030
3 O -2.619 -1.241 0.571
4 C -1.711 0.330 -0.873
5 C -1.956 1.484 -1.654
6 C -0.923 2.036 -2.421
7 N -1.214 3.182 -3.254
8 O -0.364 3.649 -4.030
9 O -2.360 3.671 -3.150
10 C 0.344 1.309 -2.493
11 N 1.204 1.296 -3.538
12 O 2.026 0.205 -3.294
13 N 1.685 -0.478 -2.074
14 C 0.559 0.157 -1.661
15 C -0.486 -0.389 -0.857
16 H -2.948 1.923 -1.660
17 H -0.565 -1.489 -0.853
18 C 0.307 -2.587 0.809
19 N 0.439 -1.143 1.042
20 C -0.198 -0.749 2.342
21 C 0.759 0.250 2.981
22 C 2.109 0.115 2.265
23 C 1.915 -0.861 1.112
24 H 0.862 -2.823 -0.107
25 H 0.753 -3.155 1.640
26 H -0.751 -2.842 0.722
27 H -1.201 -0.357 2.156
28 H -0.312 -1.645 2.977
29 H 0.360 1.262 2.871
30 H 0.844 0.056 4.057
31 H 2.468 1.065 1.875
32 H 2.876 -0.280 2.934
33 H 2.432 -1.817 1.337
34 H 2.270 -0.520 0.131